1.
{"formula": "C27H56BO13S5", "method": "ωB97M-V with the def2-TZVPD basis set", "e_lumo_ev": 1.42, "total_charge": -1, "homo_energy_ha": -0.1142, "molar_mass_g_mol": 759.88, "elements": ["O", "S", "H", "H", "H", "C", "H", "H", "H", "H", "O", "H", "S", "O", "H", "C", "H", "H", "O", "C", "O", "H", "H", "O", "H", "C", "H", "H", "H", "C", "H", "H", "H", "H", "H", "O", "H", "C", "H", "C", "H", "C", "H", "C", "H", "C", "O", "C", "O", "C", "H", "O", "S", "C", "C", "H", "C", "C", "H", "C", "O", "C", "C", "H", "O", "H", "H", "H", "H", "H", "H", "H", "C", "C", "H", "H", "B", "H", "H", "S", "H", "O", "H", "H", "H", "H", "C", "H", "H", "H", "H", "C", "H", "H", "H", "C", "C", "H", "C", "C", "S", "H"], "coordinates": [[6.96928, -2.48682, 2.67270], [-2.56236, 5.27985, -1.00128], [-8.69891, 4.58120, -2.11061], [-0.80058, -1.62795, 0.68779], [2.43067, -0.44250, 5.52490], [-2.44276, 2.24274, -2.68114], [2.21033, -4.21181, 1.78448], [-2.89735, 5.81186, 1.29845], [0.85533, -4.56959, -3.43686], [-9.38687, 7.51282, -1.58152], [-1.57601, 4.35162, -0.48558], [0.28262, -2.51102, -2.98550], [-2.30894, -0.14052, -3.84503], [-3.65830, 4.85526, -1.84672], [0.32666, -2.23234, -0.72331], [-7.06779, 5.96217, -1.79990], [6.26043, -5.82350, 1.94967], [-9.28815, 6.97286, 0.80365], [1.50221, -5.93769, 0.87672], [-1.46381, 1.20607, -4.65007], [-6.77913, 7.76259, 0.09978], [9.43406, -4.70185, 3.30885], [1.25690, -6.39566, -1.13681], [-1.32260, -1.06875, -3.32932], [5.12035, -2.14374, 3.77882], [7.57628, -4.88064, 0.50411], [5.10378, -3.04491, 6.36375], [-0.66057, -4.88007, -1.83833], [-1.56038, -2.08925, -1.03892], [-8.50039, 5.65309, -2.23140], [7.65017, -3.91409, -0.00849], [-9.14340, 5.22304, 0.44561], [2.34783, -3.85873, -4.48726], [5.58000, -4.33066, 1.22894], [-6.41051, 5.10035, -1.94052], [3.38064, -4.90935, 0.02358], [4.39106, -3.72783, 4.18318], [-2.69617, 7.66311, 0.16261], [-1.07492, -6.07311, -0.42607], [-1.07226, -3.89879, 0.25803], [-1.49676, 1.07400, -5.73287], [-8.91639, 6.23336, 0.09238], [-1.87794, 8.77843, -1.52821], [4.34655, -2.64992, 4.36152], [1.13224, -1.67676, 5.56614], [2.20452, -1.51034, 5.44991], [-3.40489, -0.56511, -4.69046], [8.87734, -5.16788, 1.25201], [6.91962, -4.54713, 4.15423], [1.76700, -3.83375, -3.44528], [7.36199, -5.64653, -0.24697], [2.90261, -0.91706, 2.98014], [7.22917, -3.89309, 2.89850], [3.04540, -2.31814, 6.42722], [4.46004, -2.32422, 5.84984], [-3.41535, 7.95854, -1.85291], [-3.22633, 6.24249, 0.34932], [8.92718, -4.23476, 2.46067], [9.75253, -5.02896, 0.60963], [-9.43523, 6.44862, -1.32156], [1.22944, -2.44688, -3.30729], [6.49187, -4.82393, 1.56975], [-0.72909, -2.36785, -0.23784], [-1.62453, 3.35806, -4.37196], [1.93513, -3.21274, 3.46604], [-0.68010, 6.62664, -1.45787], [-10.47453, 6.12253, -1.42227], [-8.65666, 5.89882, -3.28643], [-1.75017, 6.49437, -2.88912], [-3.39614, 8.40185, 0.56536], [3.01877, -1.88692, 7.43219], [-3.16193, 2.53818, -4.69665], [-2.20115, 2.44944, -4.17563], [-0.46671, -5.08394, -0.70061], [-2.64394, 0.39149, -1.54530], [3.54885, -3.10190, -2.22590], [2.71767, -5.19539, 1.34439], [-4.06396, 0.79028, -2.55980], [9.41110, -3.28575, 2.21395], [2.73830, -2.06901, 3.84411], [-0.80670, -3.99286, 1.39424], [-6.52648, 5.31083, 0.70585], [3.64810, -4.95983, -2.52964], [-0.42669, 1.20627, -4.30162], [-6.66677, 6.82777, -2.33429], [2.20380, -3.23348, -0.24910], [-1.71723, 6.62643, -1.80632], [-3.14272, 2.98148, -2.27838], [4.91014, -1.33218, 5.97710], [3.40575, -5.78779, 2.12721], [-2.26022, -3.99938, 0.19476], [-2.45457, 7.86981, -1.33188], [8.88054, -6.21099, 1.59090], [-1.74945, 7.77772, 0.70437], [2.66677, -3.34542, 6.48872], [2.26471, -4.28439, -0.76031], [1.12058, -5.42171, -0.47268], [-4.31737, 6.21065, 0.28394], [-2.97291, 0.82213, -2.49443], [2.88132, -4.09064, -2.26964], [-7.14652, 6.37163, -0.06271], [-1.49603, 2.35736, -2.13937]]}



2.
{"formula": "C10H23AlCl6FNNaO5Si2", "method": "ωB97M-V with the def2-TZVPD basis set", "e_lumo_ev": -5.94, "total_charge": 1, "homo_energy_ha": -0.3601, "molar_mass_g_mol": 575.16, "elements": ["Cl", "Cl", "H", "Cl", "Cl", "C", "C", "O", "H", "O", "C", "Na", "H", "Si", "C", "H", "H", "H", "H", "H", "H", "Al", "C", "Si", "H", "H", "H", "C", "H", "O", "H", "H", "N", "H", "H", "O", "Cl", "H", "C", "O", "H", "C", "H", "H", "H", "C", "H", "Cl", "F", "C"], "coordinates": [[9.10416, -0.83856, 0.58851], [-6.46231, -1.86637, 3.35749], [-1.13325, 1.13844, -1.24462], [-4.58429, -0.86021, 4.13190], [3.20888, 0.36148, 2.52446], [5.30598, 1.55242, -0.37296], [-5.10154, -0.65120, -1.53980], [5.26233, 4.44153, -2.13818], [-4.30456, 0.08760, -1.28473], [-2.25087, -1.43187, 0.07882], [4.18812, 1.32509, -1.35049], [6.43184, 0.67412, 2.50866], [-5.93241, -1.24245, 0.89076], [-0.68667, -1.30403, 0.76950], [-0.10570, 0.71101, -1.26475], [-3.08926, 0.90733, 2.35780], [-4.58840, 0.75892, 1.60457], [-7.32820, -0.62393, -1.12800], [-4.98768, -0.85050, -2.62638], [4.48263, 0.67835, -2.18155], [4.94252, 1.79540, 0.63100], [-3.97892, 2.87389, 0.66323], [5.07769, 3.36551, -1.68131], [-3.40632, -1.21836, 1.31562], [1.07966, -0.82694, -2.24389], [-6.38118, 0.90064, -0.64190], [-5.18973, -2.84815, 0.88193], [0.25397, 0.23622, 0.16463], [-0.67807, -1.19179, -2.29732], [5.97808, 2.69119, -0.91246], [0.58382, 1.54753, -1.51579], [-3.06777, -1.93878, 2.52832], [-3.58471, 0.56680, 1.53150], [-0.86110, -1.29509, 2.24211], [5.97181, 0.70946, -0.31221], [3.94071, 2.64027, -1.85212], [6.23669, -1.09321, 0.99120], [0.10221, 1.05153, 0.90583], [7.83542, -1.66594, 1.49108], [-4.97526, -1.90171, -0.90346], [0.06955, -2.51252, 0.38473], [0.07639, -0.37596, -2.36396], [3.29841, 0.91246, -0.87794], [-6.73650, 0.52655, -2.33595], [-0.04648, 0.08724, -3.36372], [-5.05627, -1.80489, 0.51080], [7.89545, -2.72647, 1.27283], [8.06080, -1.43468, 3.23219], [1.62128, -0.09391, 0.23089], [-6.49094, 0.05653, -1.35691]]}



3.
{"formula": "C37H36N3NdO2PS2Se2", "method": "ωB97M-V with the def2-TZVPD basis set", "s_squared": 3.753, "e_lumo_ev": [-8.35, -8.33], "spin_multiplicity": 4, "total_charge": 3, "homo_energy_ha": [-0.5755, -0.5768], "molar_mass_g_mol": 951.98, "elements": ["C", "C", "H", "N", "H", "H", "H", "P", "C", "C", "H", "C", "C", "H", "C", "H", "H", "C", "C", "C", "H", "O", "C", "H", "H", "H", "N", "C", "C", "C", "Se", "C", "C", "H", "H", "H", "H", "H", "C", "C", "C", "C", "C", "S", "H", "C", "C", "H", "H", "H", "H", "C", "C", "C", "H", "C", "C", "H", "C", "H", "C", "H", "H", "N", "C", "Se", "O", "H", "C", "H", "H", "S", "H", "H", "C", "H", "Nd", "H", "C", "C", "H", "C", "C", "H"], "coordinates": [[0.92343, -3.79101, 3.83405], [-4.57449, 0.48238, -2.89302], [5.74292, 1.96320, 0.90279], [-3.84755, 0.52404, -0.63502], [-5.19129, 4.01711, 0.62529], [-4.02130, -3.32495, 1.42407], [-5.39063, 4.92528, -1.69164], [1.94485, -1.20050, 0.19259], [4.58545, 3.01444, -2.39424], [4.68061, 1.79674, 1.00297], [4.32035, 3.67491, 1.97216], [-5.12191, 0.67587, -0.20548], [4.28964, 1.70323, -2.73593], [5.55458, 3.44284, -2.60163], [3.02717, 1.19922, -2.46327], [0.92959, 1.06953, 1.65212], [-3.08375, 0.45756, 0.05713], [4.03396, -4.02193, -2.71278], [-4.47924, 4.44958, -1.36047], [-3.48928, -2.41013, 1.68121], [-6.67618, 0.63904, -3.18707], [0.61433, -0.74654, -0.39759], [-2.22051, -2.28166, 0.85491], [-1.21933, -1.62099, 4.01884], [5.02744, 1.08581, -3.22004], [4.47344, -4.75114, -3.37641], [-2.15495, 3.15348, -0.52355], [-1.99450, -1.34184, 3.30971], [1.03563, -3.43676, 1.46350], [-4.38011, 3.92178, -0.07674], [0.84464, 4.21682, -0.90682], [1.66105, -2.20870, 1.68043], [2.51942, 2.53355, 1.77011], [2.49918, -0.87618, 3.15491], [1.90901, 3.27158, 2.27987], [1.83728, -2.28434, 5.05135], [-4.31933, 0.39754, -3.93803], [-2.54386, -3.42083, 3.31948], [2.77243, 0.35437, 0.73077], [-3.01777, -2.45571, 3.12919], [1.59501, -2.59558, 4.04752], [3.88120, 2.76113, 1.60068], [-2.22956, 3.76013, -1.71857], [-1.13952, -1.08175, 1.70887], [2.58123, -3.37031, -4.15053], [1.96497, 1.32572, 1.35051], [-3.20936, 3.28481, 0.29461], [-1.65964, -3.21660, 0.87705], [2.75942, 0.18976, -2.74867], [-2.42604, -0.38758, 3.60438], [-5.27184, 0.75105, 0.86010], [0.66622, -4.22447, 2.53996], [4.12896, 0.60408, 0.55436], [-5.87189, 0.62193, -2.46998], [0.84306, -3.76356, 0.44810], [1.96755, -1.80014, 2.97373], [2.95787, -3.26008, -3.14434], [3.74540, 4.82858, -1.57456], [4.53995, -3.86249, -1.42911], [-7.16514, 0.88473, -0.75456], [2.86498, -2.20525, -0.98761], [-3.09098, 2.85440, 1.28270], [-3.84787, -2.34704, 3.82681], [2.07251, 1.91149, -1.85410], [3.96843, -2.94586, -0.56405], [-0.59291, 3.77700, -2.74586], [-1.59129, 0.30889, 1.20105], [0.62514, -4.40040, 4.67344], [-6.15284, 0.74838, -1.09707], [-2.34478, -1.97418, -0.18250], [1.47663, -1.80988, -2.58054], [-1.89728, 0.36040, -2.44754], [-3.37701, 4.84728, -3.17452], [4.35257, -2.81142, 0.43793], [2.35985, 3.19237, -1.58410], [0.19257, -5.18026, 2.36609], [-0.17951, 1.32424, -0.49539], [4.75145, -0.14185, 0.08308], [3.58647, 3.78789, -1.81739], [-3.37010, 4.39395, -2.19237], [5.37312, -4.46558, -1.10241], [-3.52650, 0.46441, -1.95426], [2.35632, -2.36563, -2.27564], [-4.16723, -1.56935, 1.52700]]}



| no. | E (hartree) |
| --- | --- |
| 1 | -4056.1583 |
| 2 | -4670.2890 |
| 3 | -8247.6282 |